No. 1
Here is C18H10Cl5NO3Pd as an isolated structure from the OMol25 dataset. Energies are from the ωB97M-V functional and the def2-TZVPD basis.

maximum force: 0.0039 Eh/bohr
charge: -2
frontier orbital gap: 4.660 eV

Cartesian coordinates (Å):
Pd  0.2661  0.5329  -0.1067
Cl  4.1713  0.6572  -1.1863
C  2.9037  1.8606  -0.6920
C  2.0220  1.4938  0.2899
C  0.1573  2.5267  0.0267
Cl  -2.0524  -0.0894  -0.7676
C  0.3315  3.2207  -1.2456
Cl  -1.1691  3.6351  -2.0596
C  1.5495  3.5775  -1.7866
Cl  1.5323  4.8162  -3.0540
C  2.8022  3.0154  -1.4703
Cl  4.2858  3.8328  -2.0106
O  -3.5117  4.3658  1.0589
C  -2.3988  5.1565  1.0212
C  -2.5158  6.5425  1.0330
C  -1.3847  7.3430  0.9670
C  -0.1286  6.7642  0.8877
C  -0.0186  5.3792  0.8643
C  -1.1418  4.5594  0.9375
C  -0.9549  3.0518  0.9371
O  -1.5560  2.3774  1.7338
O  1.3754  2.7009  0.7765
H  -4.2769  4.9267  0.9056
H  -3.5047  6.9901  1.0845
H  -1.4931  8.4221  0.9684
H  0.7595  7.3792  0.8219
H  0.9506  4.9039  0.7796
C  1.5655  -4.3349  0.1677
C  2.5186  -3.3294  0.1929
C  2.1026  -2.0107  0.0736
N  0.8219  -1.6756  -0.0788
C  -0.0970  -2.6406  -0.1065
C  0.2330  -3.9838  0.0193
H  1.8564  -5.3755  0.2629
H  3.5729  -3.5473  0.3046
H  2.8018  -1.1848  0.1018
H  -1.1167  -2.2934  -0.2475
H  -0.5499  -4.7312  -0.0045

How positive or negative is each atom? The natural (NBO) charges in e answer that:
1. Pd 0.49
2. Cl -0.17
3. C -0.14
4. C -0.10
5. C 0.01
6. Cl -0.80
7. C -0.16
8. Cl -0.05
9. C -0.07
10. Cl -0.08
11. C -0.21
12. Cl -0.11
13. O -0.66
14. C 0.41
15. C -0.34
16. C -0.20
17. C -0.26
18. C -0.15
19. C -0.20
20. C 0.57
21. O -0.51
22. O -0.60
23. H 0.46
24. H 0.18
25. H 0.19
26. H 0.20
27. H 0.26
28. C -0.19
29. C -0.28
30. C 0.06
31. N -0.44
32. C 0.05
33. C -0.28
34. H 0.19
35. H 0.21
36. H 0.25
37. H 0.25
38. H 0.20


No. 2
Here is a 2-piece molecular cluster, C35H27F6N3O2S overall in a non-equilibrium geometry from the OMol25 dataset. Energies are from the ωB97M-V functional and the def2-TZVPD basis.

maximum force: 0.0399 Eh/bohr
frontier orbital gap: 3.901 eV

Cartesian coordinates (Å):
F  -5.8779  2.2250  -0.5072
C  -5.7157  1.3366  0.5088
F  -4.8929  1.9171  1.4457
F  -6.9402  1.1733  1.1200
C  -5.1626  0.0030  0.0968
N  -4.8594  -0.7734  1.3064
C  -5.7134  -1.8695  1.5920
C  -5.4368  -3.1328  1.0389
C  -6.3661  -4.1609  1.1681
C  -7.5679  -3.9413  1.8572
C  -7.8229  -2.6940  2.4418
C  -6.9067  -1.6562  2.3041
C  -3.6356  -0.6531  1.9315
C  -3.5676  -0.8397  3.3323
C  -2.3882  -0.6074  3.9999
C  -1.1806  -0.3245  3.2907
C  0.0322  -0.1951  4.0201
C  1.3297  -0.4031  3.4843
C  2.4396  0.1509  4.1811
C  3.7322  -0.0231  3.7449
C  3.9940  -0.7710  2.5742
N  5.2704  -0.8764  2.0701
C  6.3129  0.0816  2.4710
C  6.2603  1.2703  1.5528
F  7.0012  2.3350  1.9736
F  6.7026  0.9181  0.2985
F  4.9633  1.6983  1.4021
C  5.7140  -2.0406  1.3861
C  5.6882  -2.0781  -0.0195
C  6.1180  -3.2230  -0.6847
C  6.5844  -4.3265  0.0428
C  6.6667  -4.2619  1.4398
C  6.2751  -3.1088  2.1116
C  2.9153  -1.4028  1.9075
C  1.6181  -1.2110  2.3342
C  -1.2610  -0.1979  1.8732
C  -2.4652  -0.3311  1.2112
H  -5.9373  -0.5299  -0.4594
H  -4.2656  0.1801  -0.5013
H  -4.4899  -3.2698  0.5087
H  -6.1523  -5.1331  0.7235
H  -8.3042  -4.7449  1.9400
H  -8.7416  -2.5210  3.0033
H  -7.0820  -0.6698  2.7355
H  -4.4773  -1.1216  3.8647
H  -2.3482  -0.6678  5.0862
H  -0.0422  -0.0423  5.1062
H  2.2367  0.7376  5.0771
H  4.5526  0.3862  4.3241
H  6.1724  0.4392  3.4901
H  7.2816  -0.4037  2.3403
H  5.3171  -1.2015  -0.5550
H  6.0795  -3.2495  -1.7727
H  6.8898  -5.2368  -0.4828
H  7.0385  -5.1140  2.0120
H  6.3505  -3.0143  3.1995
H  3.1292  -2.0295  1.0401
H  0.8084  -1.7038  1.7983
H  -0.3627  0.0128  1.2936
H  -2.5152  -0.2311  0.1278
S  -0.2346  2.0558  6.1656
C  -0.4132  1.9463  7.8153
C  0.7248  1.8929  8.6887
C  0.5766  1.6103  10.0285
C  -0.7149  1.4124  10.5747
N  -0.8573  0.9055  11.8973
O  -2.0066  0.6755  12.3393
O  0.1723  0.6883  12.5772
C  -1.8592  1.5922  9.7586
C  -1.7138  1.8719  8.4184
H  1.7168  2.0326  8.2681
H  1.4286  1.4984  10.6953
H  -2.8345  1.4685  10.2230
H  -2.5917  1.9947  7.7893

How positive or negative is each atom? The Mulliken charges in e answer that:
1. F -0.27
2. C 0.95
3. F -0.26
4. F -0.25
5. C -1.00
6. N 0.78
7. C -0.79
8. C -0.14
9. C -0.69
10. C -0.34
11. C -0.74
12. C 0.06
13. C 0.87
14. C -0.07
15. C -1.33
16. C 1.07
17. C -1.08
18. C 0.25
19. C -1.19
20. C -0.61
21. C 1.38
22. N 0.61
23. C -1.08
24. C 1.00
25. F -0.28
26. F -0.25
27. F -0.26
28. C -0.91
29. C 0.09
30. C -0.72
31. C -0.36
32. C -0.74
33. C -0.02
34. C -0.31
35. C -1.14
36. C -1.15
37. C -0.58
38. H 0.40
39. H 0.36
40. H 0.39
41. H 0.37
42. H 0.38
43. H 0.38
44. H 0.46
45. H 0.51
46. H 0.39
47. H 0.89
48. H 0.41
49. H 0.32
50. H 0.41
51. H 0.40
52. H 0.44
53. H 0.38
54. H 0.38
55. H 0.37
56. H 0.42
57. H 0.49
58. H 0.65
59. H 0.66
60. H 0.35
61. S -0.34
62. C 0.30
63. C -0.55
64. C -0.35
65. C -0.09
66. N 0.91
67. O -0.62
68. O -0.62
69. C -0.34
70. C -0.52
71. H 0.34
72. H 0.41
73. H 0.41
74. H 0.38


No. 3
Here is a 3-piece molecular cluster, C5H15N2O3 overall in a non-equilibrium geometry from the OMol25 dataset. Energies are from the ωB97M-V functional and the def2-TZVPD basis.

maximum force: 0.0292 Eh/bohr
charge: +1
frontier orbital gap: 11.074 eV

Cartesian coordinates (Å):
O  -0.9950  1.0375  -0.6951
C  -2.0204  0.7985  -0.0852
C  -2.6394  -0.5757  -0.2146
C  -1.6015  -1.7133  -0.0956
C  -0.5104  -1.5485  0.9774
N  1.6810  -0.0822  0.0160
C  1.8085  -1.3559  0.2014
N  0.7867  -2.0943  0.6021
H  -2.5005  1.6167  0.4652
H  -3.5110  -0.7550  0.4109
H  -2.9992  -0.5240  -1.2464
H  -2.1773  -2.5954  0.1725
H  -1.1688  -1.8443  -1.0858
H  -0.8275  -2.1183  1.8488
H  -0.3593  -0.5438  1.3686
H  0.8678  0.4766  -0.2167
H  2.4776  0.5302  -0.0725
H  2.7676  -1.8543  0.1787
H  0.8881  -3.0972  0.5710
H  2.1971  2.1259  -2.4284
H  0.8020  1.9752  -1.8767
O  1.7104  2.1548  -1.5953
H  0.3454  2.7153  0.8043
H  1.8500  2.5183  0.8378
O  1.0383  2.2419  1.2889

How positive or negative is each atom? The natural (NBO) charges in e answer that:
1. O -0.61
2. C 0.47
3. C -0.52
4. C -0.41
5. C -0.25
6. N -0.72
7. C 0.39
8. N -0.51
9. H 0.15
10. H 0.24
11. H 0.26
12. H 0.23
13. H 0.23
14. H 0.23
15. H 0.23
16. H 0.47
17. H 0.44
18. H 0.23
19. H 0.43
20. H 0.49
21. H 0.49
22. O -0.97
23. H 0.48
24. H 0.48
25. O -0.95


The LUMO energy results, record by record, are as follows: 0.17201, -0.08633, -0.10545 Eh.